Density functional theory data (ωB97M-V/def2-TZVPD) for a 12-piece molecular cluster, C48H132N12O12 overall in a non-equilibrium geometry.

Positions of all 204 atoms, in Å:
1 O 1.07 -0.37 3.39
2 O -0.38 -4.27 2.56
3 O 4.62 -2.21 -0.67
4 O -3.82 -0.36 0.98
5 O -2.23 -0.22 -5.55
6 O 0.93 -4.41 -4.38
7 O -1.10 0.61 7.09
8 O 0.11 -1.65 -0.73
9 O -4.12 -4.15 -5.40
10 O 2.95 2.02 -1.06
11 O -3.67 4.97 0.70
12 O 0.75 6.33 3.44
13 N 3.95 4.88 2.51
14 N -3.09 -2.00 -2.55
15 N -5.68 1.17 2.37
16 N 2.24 3.43 -3.33
17 N -2.26 4.27 4.11
18 N -2.26 0.93 3.60
19 N 1.25 -3.76 -7.01
20 N 6.50 -0.17 1.82
21 N -1.80 0.70 -0.90
22 N 0.36 -6.40 -0.31
23 N -3.83 1.56 -3.51
24 N 4.31 1.48 3.35
25 C 0.58 -1.82 -2.04
26 C -2.67 1.85 -4.41
27 C 0.68 -5.20 -3.21
28 C 3.38 0.45 3.84
29 C 2.31 -2.15 -5.59
30 C 2.99 0.73 5.31
31 C -2.77 6.42 3.22
32 C -3.43 4.60 -0.64
33 C 2.47 2.06 -3.42
34 C 1.72 5.33 3.47
35 C 2.31 -3.63 -6.02
36 C -0.17 -4.64 1.18
37 C 0.46 -6.03 1.10
38 C -3.11 -3.17 -3.42
39 C 2.67 5.53 2.24
40 C 3.47 -3.00 -0.72
41 C -1.31 -1.20 -5.99
42 C -3.01 4.89 2.99
43 C 1.88 -6.07 1.62
44 C 0.03 2.10 -0.07
45 C 6.24 -0.78 0.52
46 C -1.89 3.05 -3.86
47 C 1.16 7.58 3.89
48 C -2.25 -1.06 5.22
49 C -2.69 4.43 1.58
50 C 5.00 -1.69 0.64
51 C 2.15 0.38 2.94
52 C -0.38 1.35 8.04
53 C -4.29 -3.10 -4.44
54 C -2.36 0.46 5.03
55 C 2.97 1.71 -4.80
56 C -5.99 0.57 1.11
57 C -0.34 0.80 -0.84
58 C 1.35 -1.75 3.43
59 C 7.50 -1.51 0.01
60 C -3.10 -4.32 -2.41
61 C -5.72 1.60 0.03
62 C -4.91 -4.01 -6.61
63 C -5.17 -0.73 0.95
64 C -3.04 -1.53 1.28
65 C -1.60 0.78 -4.72
66 C 3.76 1.47 -0.09
67 C -1.27 1.22 5.80
68 C 2.23 -4.62 -4.93
69 C -1.57 -4.64 3.13
70 C 2.12 4.94 0.99
71 C 0.42 -0.37 -0.20
72 C 3.43 1.54 -2.32
73 H -0.80 1.31 -5.21
74 H -1.59 -5.69 3.36
75 H 8.37 -0.84 -0.15
76 H 1.65 -1.51 -2.24
77 H 2.32 5.32 4.43
78 H -3.13 -1.68 2.36
79 H -3.39 3.51 -0.69
80 H 0.44 -2.26 3.55
81 H -2.98 0.44 3.08
82 H 3.73 0.30 5.97
83 H 2.54 -0.02 1.99
84 H -5.93 -3.69 -6.39
85 H 3.09 3.99 -3.54
86 H 1.12 5.38 0.81
87 H 0.31 -3.90 -6.68
88 H -5.20 -3.21 -3.85
89 H -6.21 0.91 3.15
90 H 2.34 -5.59 -5.39
91 H 0.51 -2.86 -2.26
92 H -1.42 0.49 3.27
93 H 4.58 5.02 1.71
94 H 3.40 0.44 -2.21
95 H 1.78 1.39 2.77
96 H 4.47 5.26 3.30
97 H 2.03 -1.98 4.30
98 H -2.54 5.05 -1.07
99 H 3.80 0.36 0.00
100 H -4.34 0.73 -3.78
101 H 3.22 -3.75 -6.64
102 H 0.60 -6.21 -3.61
103 H 6.59 -0.84 2.51
104 H -3.19 -1.13 -3.10
105 H 1.37 -4.63 -7.49
106 H 7.25 -2.08 -0.88
107 H 1.89 8.18 3.31
108 H -3.45 -2.44 0.78
109 H 0.01 1.03 -1.85
110 H -0.29 1.15 5.29
111 H -0.67 2.11 0.76
112 H 7.76 -2.23 0.80
113 H 2.36 -5.45 0.87
114 H -4.96 -4.96 -7.15
115 H 3.90 -0.49 3.82
116 H 3.22 -1.77 -5.12
117 H 3.92 2.39 3.33
118 H 1.82 -5.64 2.57
119 H 3.03 -4.54 -4.18
120 H -1.70 -4.11 4.08
121 H 2.99 0.64 -4.97
122 H 2.44 2.20 -5.59
123 H 0.13 -0.42 0.86
124 H -2.16 -1.91 -2.08
125 H 2.94 1.78 5.50
126 H -2.60 3.84 -3.54
127 H -5.43 2.11 2.33
128 H -5.46 -1.24 0.05
129 H -1.16 3.58 -4.47
130 H -3.09 -5.27 -2.94
131 H -3.44 1.33 -2.59
132 H -4.45 -3.35 -7.34
133 H -5.76 0.94 -0.81
134 H 2.70 5.01 0.09
135 H 1.53 1.55 -3.23
136 H -0.68 2.39 8.02
137 H 1.52 -1.92 -4.86
138 H 4.22 -1.07 1.15
139 H 3.44 1.75 0.88
140 H -1.54 2.27 5.82
141 H -0.61 -0.85 -6.67
142 H 0.92 -7.24 -0.51
143 H 1.96 3.89 1.12
144 H -3.06 2.13 -5.39
145 H -0.21 2.99 -0.65
146 H -2.27 -4.18 -1.71
147 H -5.28 -1.45 1.78
148 H -2.14 0.84 0.01
149 H -1.28 -1.41 4.92
150 H -3.36 0.85 5.41
151 H -2.41 3.29 4.08
152 H 2.26 -7.09 1.61
153 H -4.03 -4.37 -1.83
154 H 5.89 0.57 2.06
155 H -1.30 0.26 -3.78
156 H 0.00 -1.28 -2.81
157 H -2.78 3.34 1.48
158 H 4.79 1.82 -0.31
159 H 2.01 0.31 5.61
160 H -3.04 -1.48 4.56
161 H -2.40 -4.39 2.48
162 H 4.00 2.09 -4.84
163 H 1.89 3.78 -2.44
164 H -0.77 -1.68 -5.14
165 H 3.63 -3.90 -0.13
166 H 2.74 6.62 2.05
167 H -1.81 -2.06 -6.43
168 H 0.30 8.21 3.93
169 H -1.10 -4.59 0.60
170 H 5.19 -2.59 1.30
171 H 4.47 1.78 -2.54
172 H -2.38 -1.36 6.25
173 H 6.02 0.02 -0.17
174 H -6.40 2.45 0.09
175 H -1.72 4.72 1.24
176 H -3.15 6.78 4.22
177 H -1.40 2.81 -2.95
178 H -0.55 0.97 9.02
179 H -0.58 -6.53 -0.58
180 H -1.98 -1.38 1.09
181 H -4.29 4.93 -1.29
182 H -7.08 0.27 1.00
183 H 1.42 -5.15 -2.46
184 H -0.11 -6.74 1.75
185 H -1.69 6.65 3.27
186 H -2.18 -0.16 -1.23
187 H -3.28 6.97 2.41
188 H 0.75 1.33 7.82
189 H -1.30 4.46 3.94
190 H 1.21 4.34 3.36
191 H 4.97 1.47 4.09
192 H 1.48 -0.19 -0.39
193 H -4.09 4.66 3.16
194 H -4.69 1.90 0.06
195 H 0.49 -3.89 0.81
196 H 3.30 -3.22 -1.79
197 H -2.21 -3.29 -4.01
198 H 1.51 7.57 4.91
199 H 2.55 -2.51 -0.32
200 H 1.05 2.08 0.31
201 H -4.27 -2.17 -5.00
202 H -0.32 -4.92 -2.75
203 H 2.14 -1.59 -6.48
204 H 1.73 -2.16 2.49

For the HOMO energy, the calculation gives -8.72 eV. Its structure (SMILES) is COC[C@H](C)N.COC[C@H](C)N.COC[C@H](C)N.COC[C@H](C)N.COC[C@H](C)N.COC[C@H](C)N.COC[C@H](C)N.COC[C@H](C)N.COC[C@H](C)N.COC[C@H](C)N.COC[C@H](C)N.COC[C@H](C)N. The calculation puts the energy above the lowest of the compared OMol25 structures with the same formula, charge and spin at 67.73 kcal/mol.

=====

Density functional theory data (ωB97M-V/def2-TZVPD) for a 24-piece molecular cluster, C48H144O24 overall in a non-equilibrium geometry.

Positions of all 216 atoms, in Å:
1 O -2.96 -7.69 1.40
2 O 6.40 -2.47 0.53
3 O 3.25 -1.91 -6.17
4 O 0.48 0.06 0.69
5 O -5.36 3.45 -1.80
6 O 2.39 2.10 1.05
7 O 6.74 -4.88 1.88
8 O 1.60 -1.96 2.30
9 O 0.84 5.82 -2.41
10 O -3.21 -1.56 2.64
11 O -7.39 1.52 -1.89
12 O 4.38 3.42 2.69
13 O -0.44 5.54 3.77
14 O -3.37 2.09 -0.37
15 O 2.17 2.23 7.89
16 O 5.86 -1.82 -1.94
17 O -6.52 -0.51 -7.21
18 O 0.50 -4.18 3.23
19 O 3.05 2.85 -5.92
20 O -1.77 -2.99 4.54
21 O -0.15 -3.59 -2.48
22 O -4.83 1.15 6.51
23 O 0.64 4.56 -4.97
24 O -1.50 -4.36 -4.72
25 C 0.92 5.30 3.40
26 C -2.61 -1.24 1.39
27 C -2.86 -3.21 5.38
28 C 1.31 -0.74 -6.41
29 C -1.29 4.19 -6.33
30 C 0.40 -6.18 4.39
31 C 3.94 -0.62 -2.71
32 C -2.71 1.13 5.47
33 C 0.45 -0.59 -0.56
34 C 2.83 -0.46 3.79
35 C -5.59 0.01 -6.29
36 C 2.87 -0.62 -6.17
37 C -5.90 -0.19 -1.33
38 C -5.08 4.01 -3.04
39 C 4.27 4.25 -4.50
40 C -3.78 -5.80 2.59
41 C 0.22 -5.49 3.07
42 C -0.15 5.22 -1.61
43 C 4.43 -5.10 1.21
44 C -3.45 0.89 6.71
45 C -2.76 -2.55 -4.28
46 C 4.01 3.07 3.98
47 C -2.73 -4.54 6.17
48 C 0.99 -4.27 -2.22
49 C 5.59 -5.61 2.06
50 C -2.73 -3.84 -5.10
51 C -2.43 2.99 0.20
52 C 6.22 0.00 1.00
53 C 4.46 4.07 5.04
54 C 1.47 -4.17 -0.78
55 C -3.25 4.01 1.13
56 C 4.46 -1.77 -1.92
57 C 2.11 2.91 0.00
58 C -3.06 -6.33 1.37
59 C -7.28 0.14 -1.71
60 C 7.05 -1.28 1.18
61 C -0.40 0.15 -1.54
62 C -0.20 6.07 -0.33
63 C 0.77 1.97 6.03
64 C 1.72 1.31 6.97
65 C -4.22 0.13 -6.95
66 C -0.55 3.83 -5.05
67 C 2.81 -1.78 2.96
68 C -3.00 -2.30 0.43
69 C 3.59 2.91 -4.67
70 C 3.07 2.73 -1.16
71 C -4.34 2.92 -3.75
72 C 1.40 6.62 2.82
73 H 2.21 -4.96 -0.66
74 H -0.45 -0.23 -2.56
75 H 1.12 2.62 -0.37
76 H 4.10 2.55 -0.84
77 H 2.65 1.78 -1.49
78 H 2.57 0.84 6.47
79 H -3.44 -0.17 6.98
80 H 2.95 -2.67 3.58
81 H -3.04 -5.68 3.39
82 H -2.98 -0.27 1.04
83 H 5.86 -6.65 1.86
84 H 0.78 5.42 -3.28
85 H -8.27 1.81 -2.15
86 H 2.95 -0.12 -5.21
87 H -2.47 2.17 5.23
88 H 4.20 -2.64 -2.52
89 H 2.87 -0.77 -2.83
90 H -2.17 3.59 -6.57
91 H -5.71 0.53 -0.53
92 H -1.76 0.60 5.47
93 H -5.20 0.09 -2.12
94 H -4.51 -6.50 2.99
95 H -6.23 -1.42 -7.35
96 H 3.61 -1.75 2.22
97 H 1.35 2.78 5.58
98 H 3.78 -0.19 4.25
99 H -1.92 -2.26 3.93
100 H -1.59 -1.12 1.76
101 H 1.60 7.30 3.64
102 H -5.41 0.55 6.99
103 H -1.11 5.12 -2.13
104 H 0.26 1.29 5.36
105 H 4.12 -1.82 -0.89
106 H 4.76 4.18 -3.53
107 H 4.79 -5.17 0.18
108 H -0.84 6.94 -0.44
109 H -4.46 4.88 -2.86
110 H 7.21 -4.76 2.70
111 H -2.51 4.73 1.47
112 H -3.69 -6.16 0.50
113 H -3.97 4.53 0.50
114 H -4.17 -1.66 2.60
115 H 3.96 -2.00 -5.54
116 H 2.85 2.75 -3.88
117 H 2.30 6.39 2.25
118 H -0.09 -3.83 3.91
119 H -1.63 -5.16 -4.20
120 H 0.02 -1.57 -0.34
121 H -1.71 5.20 -6.28
122 H 2.92 3.05 3.95
123 H 5.15 -0.12 1.20
124 H -0.68 4.21 -7.23
125 H -1.42 0.35 -1.22
126 H -7.49 -0.35 -2.66
127 H 1.60 2.99 7.99
128 H 4.98 4.29 -5.32
129 H 8.10 -1.12 0.92
130 H -5.61 -0.76 -5.52
131 H -2.81 -3.62 -6.16
132 H 1.80 1.35 0.97
133 H -0.46 -6.08 5.05
134 H 1.83 -3.97 -2.85
135 H -7.96 -0.39 -1.04
136 H 3.17 -0.01 -7.02
137 H 6.81 -3.24 0.93
138 H 4.41 -4.03 1.42
139 H 2.11 -0.47 4.61
140 H -4.91 2.06 -4.11
141 H -3.48 -4.55 -4.76
142 H -0.58 5.49 0.51
143 H -3.16 -8.12 0.56
144 H -1.18 4.12 -4.21
145 H 0.01 2.46 6.64
146 H -3.85 -3.20 4.94
147 H 0.81 6.43 -0.15
148 H -3.58 -1.91 -4.62
149 H 0.15 1.09 -1.66
150 H 1.61 5.03 4.21
151 H 2.49 0.33 3.12
152 H 4.34 -0.63 -3.72
153 H -3.03 -2.73 -3.24
154 H 4.39 2.08 4.24
155 H 5.44 -5.60 3.14
156 H 4.14 5.08 4.78
157 H 1.31 -5.82 4.88
158 H 6.16 -2.02 -1.05
159 H 3.48 -5.61 1.39
160 H 3.90 3.80 5.94
161 H 1.33 -2.86 2.52
162 H -6.08 2.81 -1.85
163 H -3.67 -4.80 6.65
164 H -2.99 1.50 7.49
165 H 3.73 3.15 -6.53
166 H 0.63 7.20 2.32
167 H -2.59 -5.43 5.55
168 H -3.10 0.57 4.62
169 H -2.81 -2.35 6.04
170 H 1.01 -5.74 2.36
171 H 1.25 0.48 7.49
172 H -1.80 -2.04 -4.27
173 H -1.86 3.56 -0.54
174 H -0.89 6.04 3.09
175 H -3.53 2.52 -3.13
176 H 0.68 -0.63 1.34
177 H 3.75 2.99 2.12
178 H 0.85 0.23 -6.55
179 H -0.49 2.75 -4.92
180 H -3.89 3.18 -4.71
181 H 0.63 -4.25 -0.09
182 H 2.89 3.57 -1.83
183 H 1.25 4.12 -5.56
184 H -5.65 -1.21 -1.02
185 H 1.45 -0.82 -0.91
186 H -1.63 2.48 0.73
187 H 4.25 2.04 -4.60
188 H 0.46 -7.24 4.15
189 H 1.15 -1.31 -7.32
190 H -2.71 -2.05 -0.59
191 H 0.97 4.48 2.68
192 H -3.80 3.58 1.97
193 H 7.18 -1.42 2.25
194 H -4.25 0.78 -7.83
195 H -2.00 -4.44 6.97
196 H -3.75 -0.77 -7.33
197 H 0.68 -5.31 -2.37
198 H -2.69 -3.24 0.87
199 H -5.97 0.89 -5.76
200 H 0.15 4.23 -1.26
201 H -0.50 -3.78 -3.36
202 H -4.00 2.62 -0.86
203 H 2.01 3.92 0.40
204 H 4.22 0.37 -2.34
205 H 6.18 0.39 -0.01
206 H -6.03 4.31 -3.50
207 H -0.80 -5.60 2.70
208 H -4.08 -2.41 0.50
209 H -3.45 0.38 -6.22
210 H 6.61 0.81 1.61
211 H -2.13 -5.78 1.22
212 H -4.29 -4.88 2.32
213 H 5.53 3.96 5.23
214 H 2.01 -3.24 -0.61
215 H 0.88 -1.26 -5.55
216 H 3.51 5.03 -4.48

For the HOMO energy, the calculation gives -9.24 eV. The calculation puts the energy above the lowest of the compared OMol25 structures with the same formula, charge and spin at 135.89 kcal/mol.